1.
Here is C22H24N5Pd as an isolated structure from OMol25. Energies are from ωB97M-V with the def2-TZVPD basis set.

Calculated values
Frontier orbital gap (eV): 6.1266
Energy above the lowest of the compared OMol25 structures with the same formula, charge and spin (kJ/mol): 153.1
LUMO (eV): -4.1
E_tot (Eh): -1254.12532
Maximum force (eV/Å): 1.14

Geometry as ORCA input:
```
! RIJCOSX wB97M-V def2-TZVPD def2/J DEFGRID3
* xyz 1 1
Pd 0.08719 -0.03985 0.52963
C 2.85020 1.11272 0.64143
N 2.09540 0.40697 -0.42516
C 2.83235 -0.80252 -0.83952
C 1.80852 1.29869 -1.55159
C 2.82595 1.87139 -2.29553
C 2.52295 2.70796 -3.35742
C 1.18893 2.94580 -3.65073
C 0.17111 2.34467 -2.92140
C 0.47849 1.49204 -1.86402
N -0.45019 0.76653 -1.12137
C -1.79972 0.48997 -1.38974
C -2.72231 1.40561 -1.87557
C -4.03323 1.01009 -2.12564
C -4.44090 -0.28928 -1.87909
C -3.52940 -1.19492 -1.34620
C -2.23393 -0.79067 -1.08502
N -1.21437 -1.66929 -0.52785
C -0.49388 -2.37899 -1.59702
C -1.72284 -2.61940 0.47339
H 3.81179 1.47904 0.27297
H 2.27480 1.95702 1.00713
H 3.04836 0.41831 1.45519
H 3.87980 -0.56542 -1.04499
H 2.79636 -1.54885 -0.04673
H 2.37800 -1.21138 -1.73837
H 3.86243 1.66906 -2.04542
H 3.31214 3.16160 -3.94128
H 0.92606 3.61491 -4.46044
H -0.85585 2.53160 -3.19804
H -2.43677 2.43774 -2.02516
H -4.74308 1.73815 -2.49595
H -5.45668 -0.59788 -2.08478
H -3.83778 -2.21089 -1.13040
H -1.15750 -3.09908 -2.08413
H -0.14328 -1.66148 -2.33498
H 0.35823 -2.91263 -1.17625
H -2.28839 -3.43652 0.01495
H -0.88104 -3.05552 1.00933
H -2.36914 -2.10184 1.17866
N 3.24578 -0.56082 6.29304
C 2.29668 -0.51142 5.64872
C 1.10355 -0.44681 4.83924
C -0.16101 -0.39299 5.41035
C -1.26120 -0.31240 4.57467
C -1.06068 -0.29397 3.21120
N 0.16023 -0.34828 2.65743
C 1.22062 -0.42473 3.45895
H -0.27334 -0.41565 6.48617
H -2.26494 -0.26636 4.97279
H -1.89920 -0.22742 2.52919
H 2.19474 -0.47263 2.99537
*
```

Atomic partial charges in e from the Mulliken method, atoms 1 to 2:
1. Pd 0.2240
2. C -1.0167

2.
Here is C22H25AsCoF6N3P2S as an isolated structure from OMol25. Energies are from ωB97M-V with the def2-TZVPD basis set.

Calculated values
Frontier orbital gap (alpha / beta) (eV): 7.7072 / 6.7523
Energy above the lowest of the compared OMol25 structures with the same formula, charge and spin (kJ/mol): 0.0
LUMO (alpha / beta) (eV): -9.4 / -11.2
E_tot (Eh): -6315.42474
Maximum force (eV/Å): 0.43

Geometry as ORCA input:
```
! RIJCOSX wB97M-V def2-TZVPD def2/J DEFGRID3
* xyz 3 6
Co -0.08369 -0.16180 0.12968
N 3.77508 -1.06513 1.22565
C 4.66601 -1.30182 0.17883
C 5.85176 -1.97873 0.41101
C 6.72207 -2.18774 -0.64265
C 6.42431 -1.72403 -1.93508
C 5.25080 -1.05353 -2.17789
C 4.35641 -0.84184 -1.11829
S 2.88058 -0.05672 -1.44430
N 2.08618 0.00217 0.00528
C 2.59314 -0.45319 1.12389
C 1.77037 -0.26050 2.35627
C 2.30603 -0.28042 3.62718
C 1.45747 -0.07146 4.71373
C 0.11428 0.15347 4.48438
C -0.34194 0.17498 3.17312
N 0.46367 -0.01879 2.13027
H 4.02753 -1.45553 2.12498
H 6.09400 -2.33791 1.40379
H 7.64966 -2.71637 -0.46786
H 7.12276 -1.90054 -2.74148
H 5.00793 -0.69908 -3.17213
H 3.36454 -0.42015 3.80147
H 1.85388 -0.08001 5.72042
H -0.57677 0.31630 5.29945
H -1.38736 0.35413 2.95312
C -4.25430 -1.90579 -0.30740
P -3.26296 -0.58244 -0.99151
C -3.23672 -0.63992 -2.78592
C -3.74941 1.03118 -0.40334
C -5.10578 1.21293 -0.11621
C -5.59590 2.48343 0.15007
C -4.73526 3.56780 0.13845
C -3.37792 3.38555 -0.10999
C -2.85893 2.12293 -0.36879
P -1.05849 1.93463 -0.60047
C -0.29565 3.19091 0.46797
C -0.68358 2.48687 -2.28641
H -5.23537 -1.91597 -0.79319
H -4.37875 -1.77351 0.76612
H -3.76011 -2.85324 -0.51635
H -4.26762 -0.47454 -3.11871
H -2.88514 -1.60997 -3.12836
H -2.61229 0.15354 -3.19011
H -5.79069 0.37462 -0.12310
H -6.64838 2.62047 0.35840
H -5.11290 4.56192 0.33737
H -2.72984 4.25160 -0.08354
H -0.56762 4.19858 0.15526
H 0.78935 3.09907 0.39653
H -0.59766 3.04540 1.50471
H -1.11224 3.47460 -2.46018
H -1.07615 1.79402 -3.02777
H 0.39859 2.54856 -2.41188
F 0.08408 -1.17095 -1.78192
As 0.07036 -2.94326 -1.29612
F -1.60450 -2.92258 -1.67481
F -0.01526 -4.45657 -0.57729
F 0.54874 -3.38397 -2.84401
F 1.69454 -2.69807 -0.75054
F -0.42492 -2.14363 0.31020
*
```

Atomic partial charges in e from the Mulliken method, atoms 1 to 2:
1. Co 1.1304
2. N 0.0546

3.
Here is a 4-piece molecular cluster, C22H25BrN5O7PS overall from OMol25. Energies are from ωB97M-V with the def2-TZVPD basis set.

Calculated values
Frontier orbital gap (eV): 6.7028
Structure (SMILES): CS(=O)(=O)N1C(=O)c2c(O)c(COO)c([PH2]=N)c(Br)c2C1=O.c1cc[nH]c1.c1cc[nH]c1.c1cc[nH]c1
LUMO (eV): -1.5
E_tot (Eh): -4967.15791
Maximum force (eV/Å): 0.87

Geometry as ORCA input:
```
! RIJCOSX wB97M-V def2-TZVPD def2/J DEFGRID3
* xyz 0 1
C 6.55878 -0.02231 3.67941
S 5.22871 0.61035 2.71492
O 4.15154 0.98480 3.58843
O 5.71892 1.55465 1.76504
N 4.72253 -0.75718 1.84406
C 3.61279 -0.47503 0.91858
O 3.76270 -0.04061 -0.18630
C 2.38034 -0.97078 1.56244
C 1.06439 -0.75787 1.19635
O 0.75551 0.07055 0.15835
C 0.06428 -1.37666 1.94325
C -1.36273 -1.18806 1.48386
O -1.56780 -1.67126 0.15510
O -1.20989 -3.06329 0.18520
C 0.39579 -2.15940 3.06754
P -0.96809 -2.88672 4.06427
N -2.20074 -2.00823 4.46391
C 1.73798 -2.38603 3.39930
Br 2.29978 -3.47512 4.82976
C 2.71852 -1.78087 2.63471
C 4.20626 -1.82466 2.71852
O 4.91233 -2.60704 3.27584
H 7.48630 0.26733 3.19221
H 6.51368 -1.10538 3.75685
H 6.43316 0.42109 4.66496
H 1.12825 -0.30035 -0.65058
H -2.07109 -1.70809 2.12820
H -1.61125 -0.12860 1.41361
H -0.60906 -3.11731 -0.56768
H -0.32475 -3.41354 5.17916
H -1.25741 -4.04214 3.31391
H -2.15324 -1.04779 4.14799
N -1.87624 3.08134 0.44774
C -1.81530 3.83145 1.59076
C -3.09143 4.20950 1.91175
C -3.95614 3.66104 0.92399
C -3.17677 2.97090 0.03548
H -1.08391 2.67316 -0.01444
H -0.87506 4.02993 2.07600
H -3.37488 4.80961 2.75984
H -5.02709 3.76225 0.87230
H -3.43891 2.41562 -0.84882
N -4.89671 -0.23861 -3.54583
C -3.88740 0.40122 -2.88164
C -3.63826 1.57991 -3.53157
C -4.53930 1.65560 -4.62871
C -5.30532 0.52080 -4.60832
H -5.27767 -1.13086 -3.29250
H -3.43086 -0.04395 -2.01303
H -2.89306 2.30795 -3.25768
H -4.61258 2.45122 -5.35074
H -6.09718 0.19005 -5.25763
N 1.30366 -1.08787 -3.95780
C 0.17668 -0.88433 -4.70972
C 0.41072 0.17821 -5.53668
C 1.73251 0.63659 -5.27328
C 2.25694 -0.16048 -4.29419
H 1.41982 -1.80459 -3.26773
H -0.69036 -1.51017 -4.58487
H -0.28856 0.58760 -6.24559
H 2.23707 1.46144 -5.74710
H 3.21905 -0.14898 -3.81118
*
```

Atomic partial charges in e from the Mulliken method, atoms 1 to 2:
1. C -0.9948
2. S 1.3554

4.
Here is C22H25CuF4N6O2S as an isolated structure from OMol25. Energies are from ωB97M-V with the def2-TZVPD basis set.

Calculated values
Frontier orbital gap (alpha / beta) (eV): 5.2639 / 7.3496
Energy above the lowest of the compared OMol25 structures with the same formula, charge and spin (kJ/mol): 28.9
LUMO (alpha / beta) (eV): 2.8 / 2.8
E_tot (Eh): -3770.32095
Maximum force (eV/Å): 4.00

Geometry as ORCA input:
```
! RIJCOSX wB97M-V def2-TZVPD def2/J DEFGRID3
* xyz -1 2
Cu 0.76191 1.22078 0.86239
C -5.13976 -0.71199 3.16582
C -3.99233 0.25232 3.03429
N -2.76590 0.00366 3.42662
C -2.44153 -1.23071 4.15505
C -2.23338 -1.03919 5.65470
C -1.70593 1.03807 3.20303
C -0.24036 0.62715 3.34205
N 0.35384 0.11618 2.15260
C 1.53942 -0.53448 2.32775
C 1.57110 -1.90732 1.76346
F 0.55681 -2.21450 0.90230
C 2.53508 -2.80286 2.19255
F 2.71412 -4.12894 1.83436
C 3.46765 -2.39839 3.19630
C 3.60141 -1.03644 3.50157
F 4.48015 -0.56282 4.40352
C 2.76752 -0.10205 2.94285
F 3.11174 1.23037 3.04492
H -6.06989 -0.11718 3.04100
H -5.10571 -1.51779 2.34597
H -5.21775 -1.26763 4.10444
H -5.05586 1.10394 -4.34755
H -4.17399 1.24390 2.56047
H -3.19750 -1.97229 3.93985
H -1.49185 -1.58577 3.75338
H -2.52188 -0.08913 6.05275
H -2.83403 -1.81654 6.18355
H -1.18698 -1.20712 5.91907
H -1.89321 1.38222 2.17825
H -1.98103 1.87607 3.90439
H 0.21904 1.65683 3.64956
H 0.01246 -0.07478 4.18537
H 4.09125 -3.16732 3.64865
N 2.30737 -1.07647 -7.60154
C 1.66787 -0.73353 -6.44794
C 0.42855 -0.04647 -6.42294
C -0.25327 0.17682 -5.27111
C 0.25576 -0.46920 -4.16067
C 1.53438 -1.09787 -4.05877
C 2.25986 -1.15339 -5.24992
S -0.48981 -0.14829 -2.60117
O -1.47801 0.88832 -2.76079
O -0.95523 -1.42330 -2.11297
N 0.81451 0.07708 -1.64809
C 1.29802 1.35103 -1.72016
N 1.75163 1.94411 -0.56882
C 2.23509 3.21852 -0.64295
C 2.25095 3.93098 -1.83780
C 1.81863 3.30024 -2.99097
N 1.40256 2.03668 -2.86056
H 1.71093 -1.02439 -8.45677
H 2.87433 -1.92534 -7.55158
H -0.00136 0.26585 -7.38504
H -1.08406 0.85648 -5.12502
H 1.89948 -1.53080 -3.10740
H 3.26234 -1.61483 -5.30765
H 2.68886 3.56695 0.26641
H 2.57219 4.98390 -1.78994
H 1.84464 3.64866 -4.05182
H -5.15085 1.73199 -4.75931
*
```

Atomic partial charges in e from the Mulliken method, atoms 1 to 2:
1. Cu -0.7825
2. C -1.1318

5.
Here is a 2-piece molecular cluster, C22H25F6N2 overall from OMol25. Energies are from ωB97M-V with the def2-TZVPD basis set.

Calculated values
Frontier orbital gap (eV): 4.5462
LUMO (eV): -6.4
E_tot (Eh): -1561.72884
Maximum force (eV/Å): 3.91

Geometry as ORCA input:
```
! RIJCOSX wB97M-V def2-TZVPD def2/J DEFGRID3
* xyz 1 1
F -6.01483 3.47582 -1.43842
C -5.79348 2.27331 -2.05094
F -6.74666 1.40765 -1.58294
F -6.04687 2.45534 -3.38900
C -4.40189 1.75925 -1.81339
C -4.17216 0.38530 -1.84326
C -2.89753 -0.09492 -1.60241
C -1.81098 0.77825 -1.31282
C -0.52252 0.19050 -1.00037
C 0.71306 0.73677 -1.47917
C 0.94135 2.09704 -1.85904
C 2.23316 2.58945 -1.98166
C 3.31326 1.71762 -1.88714
C 4.70708 2.26175 -1.98034
F 5.63582 1.40942 -1.45060
F 5.07661 2.49164 -3.28345
F 4.83561 3.45277 -1.31756
C 3.11722 0.34378 -1.75303
C 1.83181 -0.13916 -1.60693
C -2.10078 2.16818 -1.24464
C -3.36435 2.65149 -1.56719
H -4.99344 -0.29760 -2.04612
H -2.71912 -1.17253 -1.62625
H -0.53773 -0.88919 -0.85632
H 0.11651 2.77724 -2.05240
H 2.40675 3.65089 -2.14996
H 3.96936 -0.33197 -1.76006
H 1.66839 -1.21811 -1.60757
H -1.35180 2.87527 -0.88692
H -3.55097 3.72300 -1.60194
C 2.26006 -2.95145 0.24080
N 2.28634 -2.53789 1.62196
C 3.46043 -3.02604 2.31688
C 1.03061 -2.66855 2.34356
C 0.28396 -1.35136 2.54976
C -0.98480 -1.55959 3.38009
C -1.83797 -0.33159 3.05754
C -1.27724 0.21822 1.73500
N -0.16253 -0.64115 1.32902
H 1.31945 -2.62771 -0.21646
H 3.10060 -2.47573 -0.28307
H 2.35634 -4.04761 0.11726
H 3.44210 -2.66722 3.35268
H 3.52381 -4.13089 2.33009
H 4.36095 -2.64807 1.81548
H 0.35360 -3.38396 1.83882
H 1.26796 -3.04251 3.35607
H 0.98001 -0.69219 3.11420
H -1.49282 -2.47445 3.04736
H -0.75666 -1.66847 4.44500
H -2.89519 -0.58869 2.95211
H -1.74320 0.43071 3.83648
H -2.05910 0.17471 0.97543
H -0.97460 1.27481 1.82919
H 0.61703 -0.11150 0.94657
*
```

Atomic partial charges in e from the Mulliken method, atoms 1 to 2:
1. F -0.2495
2. C 0.8020

6.
Here is a single C22H25FN2O2 molecule from OMol25. Energies are from ωB97M-V with the def2-TZVPD basis set.

Calculated values
Frontier orbital gap (eV): 8.3547
Structure (SMILES): Cc1ccc(CNC(=O)[C@H]2CCC(=O)N(CCc3cccc(F)c3)C2)cc1
Energy above the lowest of the compared OMol25 structures with the same formula, charge and spin (kJ/mol): 1695.5
LUMO (eV): 0.6
E_tot (Eh): -1212.60433
Maximum force (eV/Å): 17.06

Geometry as ORCA input:
```
! RIJCOSX wB97M-V def2-TZVPD def2/J DEFGRID3
* xyz 0 1
C 4.88955 0.13493 -2.05556
C 3.94698 0.60677 -1.18389
C 2.63690 0.27564 -1.30129
C 1.58121 0.58372 -0.39592
C 1.88731 1.32207 0.49508
C 3.12111 1.84972 0.79254
C 4.03929 1.36856 0.00921
H 5.12805 1.86074 -0.18845
H 3.40394 2.64628 1.43416
C 0.85881 1.92039 1.62078
N -0.48190 2.50135 0.98429
C -1.68235 1.75843 1.10930
O -1.68626 0.67958 2.00389
C -2.75492 2.11766 0.36040
C -3.58417 0.73582 -0.05969
N -2.91032 -0.19328 -0.65518
C -1.92428 0.05254 -1.68008
O -1.42635 -0.64882 -2.36128
C -1.56878 1.80684 -1.97565
C -2.50740 2.70234 -0.91806
H -2.00962 3.60997 -1.03097
H -3.55663 2.95916 -1.35884
H -0.60438 1.92854 -1.69172
H -1.90462 1.96921 -2.79513
C -3.17706 -1.39607 -0.89729
H -2.74712 -2.03120 -1.57957
H -4.25408 -1.83854 -0.59075
C -2.49490 -2.07479 0.53506
C -1.11895 -2.41892 0.56201
C -0.17592 -1.82904 1.46397
C 1.16905 -1.84225 1.23730
C 1.70542 -2.71419 0.14612
C 0.93397 -3.23570 -0.64350
C -0.49126 -3.25799 -0.59550
H -1.13519 -3.66820 -1.30538
H 1.37146 -3.65129 -1.43224
H 2.83648 -2.78106 0.04970
F 1.95537 -1.35082 2.48016
H -0.63860 -1.14809 2.20805
H -3.09660 -3.09948 0.76731
H -2.68190 -1.73816 1.62501
H -4.68028 1.06984 -0.15418
H -3.85996 0.21193 1.05252
H -3.44663 2.56929 0.94417
H -0.45956 3.01339 0.12879
H 0.74510 1.10661 2.33258
H 1.26950 2.72703 2.22888
H 0.64820 0.09526 -0.41248
H 2.21128 -0.40872 -2.15905
H 5.36817 -0.51231 -1.59689
H 4.40879 -0.30777 -3.04402
H 5.47441 1.00701 -2.54429
*
```

Atomic partial charges in e from the Mulliken method, atoms 1 to 2:
1. C -1.6315
2. C 0.7697